# 1
9 unconnected molecules or ions with the total composition C54H54Br2N10S in a non-equilibrium geometry, computed with ωB97M-V with the def2-TZVPD basis set.

Properties
structure (SMILES): C/C(Br)=C(\Br)c1cnc2cc(CCCS)ccc2n1.c1ccncc1.c1ccncc1.c1ccncc1.c1ccncc1.c1ccncc1.c1ccncc1.c1ccncc1.c1ccncc1
E_tot: -222693.667 eV
energy relative to the best compared isomer or geometry (same formula, charge and spin): 0.0 kJ/mol

Geometry as ORCA input:
```
! RIJCOSX wB97M-V def2-TZVPD def2/J DEFGRID3
* xyz 0 1
C -8.45 -7.31 -0.52
C -7.68 -6.18 -1.11
Br -6.29 -6.75 -2.28
C -7.87 -4.88 -0.91
Br -9.24 -4.28 0.23
C -6.98 -3.87 -1.54
C -7.32 -3.38 -2.83
N -6.58 -2.53 -3.47
C -5.45 -2.13 -2.82
C -4.57 -1.23 -3.45
C -3.40 -0.81 -2.86
C -2.44 0.12 -3.53
C -1.94 -0.37 -4.92
C -0.45 -0.64 -4.93
S 0.07 -1.92 -3.75
C -3.11 -1.28 -1.55
C -3.95 -2.15 -0.92
C -5.14 -2.61 -1.53
N -5.93 -3.50 -0.87
H -9.32 -6.98 0.03
H -7.79 -7.82 0.19
H -8.69 -8.05 -1.28
H -8.22 -3.75 -3.30
H -4.82 -0.87 -4.44
H -1.55 0.20 -2.91
H -2.84 1.12 -3.64
H -2.12 0.45 -5.62
H -2.53 -1.21 -5.29
H 0.05 0.29 -4.69
H -0.13 -0.97 -5.92
H -0.70 -2.99 -4.03
H -2.20 -0.98 -1.06
H -3.71 -2.52 0.07
N -0.86 -1.73 -8.26
C -0.24 -1.49 -9.41
C -0.88 -1.41 -10.64
C -2.25 -1.60 -10.67
C -2.92 -1.85 -9.48
C -2.18 -1.90 -8.31
H 0.84 -1.35 -9.34
H -0.32 -1.21 -11.54
H -2.79 -1.55 -11.61
H -3.99 -2.00 -9.46
H -2.66 -2.09 -7.36
N -4.54 -6.29 3.10
C -5.52 -5.84 2.31
C -6.63 -5.17 2.78
C -6.74 -4.94 4.14
C -5.73 -5.39 4.97
C -4.65 -6.06 4.41
H -5.39 -6.04 1.25
H -7.40 -4.83 2.09
H -7.60 -4.41 4.55
H -5.77 -5.24 6.04
H -3.84 -6.42 5.03
N 0.76 1.29 -2.35
C 0.50 1.98 -1.25
C 1.43 2.21 -0.25
C 2.70 1.71 -0.41
C 3.00 0.99 -1.56
C 1.99 0.81 -2.49
H -0.52 2.35 -1.16
H 1.15 2.78 0.64
H 3.46 1.86 0.35
H 3.98 0.58 -1.72
H 2.18 0.25 -3.40
N 1.46 5.08 1.37
C 2.66 5.55 1.05
C 2.89 6.87 0.68
C 1.81 7.74 0.65
C 0.56 7.26 0.98
C 0.43 5.93 1.33
H 3.47 4.84 1.08
H 3.89 7.21 0.44
H 1.95 8.78 0.37
H -0.31 7.91 0.97
H -0.53 5.51 1.60
N 6.33 8.81 0.29
C 6.68 7.76 -0.46
C 7.90 7.11 -0.36
C 8.82 7.56 0.57
C 8.47 8.64 1.37
C 7.23 9.22 1.19
H 5.94 7.44 -1.19
H 8.12 6.26 -1.00
H 9.78 7.08 0.68
H 9.16 9.03 2.11
H 6.92 10.07 1.79
N 11.59 8.07 1.82
C 11.74 7.44 2.98
C 12.83 7.60 3.82
C 13.83 8.48 3.43
C 13.70 9.15 2.22
C 12.56 8.91 1.46
H 10.93 6.76 3.25
H 12.90 7.06 4.75
H 14.70 8.63 4.05
H 14.46 9.84 1.87
H 12.42 9.41 0.51
N -2.86 -6.95 7.24
C -1.58 -7.31 7.37
C -1.15 -8.40 8.11
C -2.10 -9.16 8.76
C -3.44 -8.81 8.64
C -3.76 -7.70 7.88
H -0.87 -6.68 6.84
H -0.10 -8.64 8.17
H -1.81 -10.02 9.35
H -4.21 -9.38 9.14
H -4.79 -7.39 7.75
N -1.89 -1.27 1.73
C -1.78 -1.94 2.88
C -0.71 -1.79 3.75
C 0.31 -0.91 3.41
C 0.21 -0.21 2.22
C -0.90 -0.43 1.42
H -2.59 -2.62 3.11
H -0.67 -2.35 4.68
H 1.16 -0.77 4.06
H 0.97 0.48 1.90
H -1.02 0.10 0.48
*
```

Here are the Löwdin charges for atoms 1 to 99, given in e: atom 1 (C): -0.153, atom 2 (C): -0.752, atom 3 (Br): 0.790, atom 4 (C): -0.693, atom 5 (Br): 0.816, atom 6 (C): -0.398, atom 7 (C): -0.093, atom 8 (N): 0.145, atom 9 (C): -0.206, atom 10 (C): 0.026, atom 11 (C): -0.210, atom 12 (C): -0.165, atom 13 (C): -0.260, atom 14 (C): -0.554, atom 15 (S): 0.706, atom 16 (C): -0.015, atom 17 (C): 0.005, atom 18 (C): -0.197, atom 19 (N): 0.208, atom 20 (H): 0.039, atom 21 (H): 0.084, atom 22 (H): 0.071, atom 23 (H): 0.122, atom 24 (H): 0.121, atom 25 (H): 0.059, atom 26 (H): 0.120, atom 27 (H): 0.109, atom 28 (H): 0.081, atom 29 (H): 0.055, atom 30 (H): 0.033, atom 31 (H): -0.142, atom 32 (H): 0.084, atom 33 (H): 0.098, atom 34 (N): 0.060, atom 35 (C): -0.149, atom 36 (C): -0.074, atom 37 (C): -0.081, atom 38 (C): -0.068, atom 39 (C): -0.146, atom 40 (H): 0.104, atom 41 (H): 0.100, atom 42 (H): 0.105, atom 43 (H): 0.103, atom 44 (H): 0.094, atom 45 (N): 0.055, atom 46 (C): -0.152, atom 47 (C): -0.077, atom 48 (C): -0.081, atom 49 (C): -0.078, atom 50 (C): -0.158, atom 51 (H): 0.096, atom 52 (H): 0.024, atom 53 (H): 0.103, atom 54 (H): 0.095, atom 55 (H): 0.073, atom 56 (N): 0.062, atom 57 (C): -0.153, atom 58 (C): -0.092, atom 59 (C): -0.078, atom 60 (C): -0.063, atom 61 (C): -0.164, atom 62 (H): 0.108, atom 63 (H): 0.077, atom 64 (H): 0.105, atom 65 (H): 0.102, atom 66 (H): 0.090, atom 67 (N): 0.044, atom 68 (C): -0.149, atom 69 (C): -0.062, atom 70 (C): -0.073, atom 71 (C): -0.072, atom 72 (C): -0.152, atom 73 (H): 0.102, atom 74 (H): 0.080, atom 75 (H): 0.108, atom 76 (H): 0.101, atom 77 (H): 0.104, atom 78 (N): 0.045, atom 79 (C): -0.174, atom 80 (C): -0.071, atom 81 (C): -0.085, atom 82 (C): -0.077, atom 83 (C): -0.157, atom 84 (H): 0.098, atom 85 (H): 0.099, atom 86 (H): 0.078, atom 87 (H): 0.086, atom 88 (H): 0.101, atom 89 (N): 0.042, atom 90 (C): -0.147, atom 91 (C): -0.069, atom 92 (C): -0.077, atom 93 (C): -0.069, atom 94 (C): -0.139, atom 95 (H): 0.108, atom 96 (H): 0.102, atom 97 (H): 0.106, atom 98 (H): 0.102, atom 99 (H): 0.109

=====

# 2
2 unconnected molecules or ions with the total composition CHClO4S in a non-equilibrium geometry, computed with ωB97M-V with the def2-TZVPD basis set.

Properties
E_tot: -32600.971 eV
energy relative to the best compared isomer or geometry (same formula, charge and spin): 10.1 kJ/mol

Geometry as ORCA input:
```
! RIJCOSX wB97M-V def2-TZVPD def2/J DEFGRID3
* xyz 0 1
C -1.90 0.97 -0.07
O -1.85 1.89 0.66
O 1.35 0.49 -0.03
O 2.13 -1.68 -0.95
O -2.09 0.12 -0.83
S 0.94 -0.92 -0.71
Cl -0.04 -1.58 1.03
H 1.46 0.71 0.90
*
```

Quick look at the Löwdin charges, all values in e: atom 1 (C): -0.450, atom 2 (O): 0.178, atom 3 (O): -0.374, atom 4 (O): -0.444, atom 5 (O): 0.172, atom 6 (S): 0.605, atom 7 (Cl): 0.244, atom 8 (H): 0.069

=====

# 3
2 unconnected molecules or ions with the total composition C24H46BFN3O7 in a non-equilibrium geometry, computed with ωB97M-V with the def2-TZVPD basis set.

Properties
E_tot: -47814.219 eV
energy relative to the best compared isomer or geometry (same formula, charge and spin): 589.9 kJ/mol

Geometry as ORCA input:
```
! RIJCOSX wB97M-V def2-TZVPD def2/J DEFGRID3
* xyz 1 1
C 3.93 3.21 2.16
C 3.04 3.78 0.89
B 2.07 2.60 0.21
O 2.25 2.31 -1.23
C 0.99 1.88 1.23
N -0.30 2.67 1.20
C -1.47 1.94 1.81
N -2.66 2.68 1.90
C -2.78 4.11 1.36
C -2.75 4.19 -0.29
O -3.84 4.99 -0.88
C -3.30 5.38 -2.22
O -2.74 6.61 -2.38
N -1.50 0.55 2.40
C -2.61 -0.31 1.84
C -3.00 -1.47 2.98
C -4.38 -2.28 2.60
C -4.11 -3.71 1.81
C -3.02 -3.45 0.61
C -2.86 -4.68 -0.46
C -1.32 -4.62 -1.04
C -0.86 -3.17 -1.65
O -1.51 -2.80 -2.92
C -1.04 -1.39 -3.15
C -0.23 -0.23 2.19
C 0.61 0.33 0.86
C 1.88 -0.62 0.44
F 1.42 -2.04 0.27
C 3.14 -0.61 1.50
C 4.50 -0.32 0.58
H 3.28 2.69 3.00
H 4.74 2.44 1.81
H 4.48 4.11 2.69
H 3.74 4.30 0.08
H 2.30 4.62 1.30
H 1.39 1.99 -1.65
H 1.36 1.86 2.37
H -0.07 3.57 1.71
H -3.54 2.29 2.34
H -3.84 4.54 1.68
H -1.98 4.80 1.89
H -2.65 3.13 -0.81
H -1.74 4.76 -0.56
H -3.33 4.64 -3.16
H -2.21 -0.79 0.85
H -3.61 0.24 1.60
H -2.10 -2.23 3.07
H -3.15 -1.01 4.06
H -5.00 -1.59 1.88
H -4.99 -2.50 3.60
H -3.74 -4.52 2.57
H -5.17 -4.01 1.34
H -3.35 -2.50 -0.01
H -1.93 -3.19 1.02
H -3.03 -5.70 0.12
H -3.62 -4.54 -1.36
H -0.58 -4.88 -0.15
H -1.19 -5.50 -1.83
H -0.99 -2.27 -0.90
H 0.30 -3.24 -1.87
H -0.04 -1.15 -2.53
H -1.86 -0.66 -2.72
H -0.78 -1.18 -4.28
H -0.41 -1.39 1.96
H 0.53 -0.16 3.10
H -0.11 0.35 -0.09
H 2.25 -0.29 -0.65
H 3.10 0.28 2.28
H 3.27 -1.64 2.06
H 4.35 -0.89 -0.44
H 4.60 0.83 0.31
H 5.47 -0.76 1.08
C 4.63 -0.48 -4.62
C 4.89 -1.75 -3.89
O 3.99 -1.69 -2.80
C 2.98 -0.85 -3.17
O 1.95 -0.70 -2.53
O 3.27 -0.20 -4.33
H 4.79 -0.57 -5.70
H 5.25 0.35 -4.25
H 4.65 -2.64 -4.50
H 5.92 -1.83 -3.54
*
```

Quick look at the Löwdin charges, all values in e: atom 1 (C): -0.137, atom 2 (C): -0.155, atom 3 (B): -0.326, atom 4 (O): 0.058, atom 5 (C): -0.200, atom 6 (N): 0.089, atom 7 (C): -0.100, atom 8 (N): 0.057, atom 9 (C): -0.099, atom 10 (C): -0.189, atom 11 (O): -0.138, atom 12 (C): -0.113, atom 13 (O): -0.026, atom 14 (N): -0.044, atom 15 (C): -0.173, atom 16 (C): -0.171, atom 17 (C): -0.208, atom 18 (C): -0.197, atom 19 (C): -0.242, atom 20 (C): -0.203, atom 21 (C): -0.173, atom 22 (C): -0.244, atom 23 (O): -0.236, atom 24 (C): -0.118, atom 25 (C): -0.113, atom 26 (C): -0.153, atom 27 (C): -0.198, atom 28 (F): -0.100, atom 29 (C): -0.140, atom 30 (C): -0.098, atom 31 (H): 0.074, atom 32 (H): 0.072, atom 33 (H): 0.088, atom 34 (H): 0.122, atom 35 (H): 0.115, atom 36 (H): 0.121, atom 37 (H): 0.148, atom 38 (H): 0.153, atom 39 (H): 0.170, atom 40 (H): 0.158, atom 41 (H): 0.141, atom 42 (H): 0.144, atom 43 (H): 0.136, atom 44 (H): 0.180, atom 45 (H): 0.114, atom 46 (H): 0.124, atom 47 (H): 0.113, atom 48 (H): 0.119, atom 49 (H): 0.109, atom 50 (H): 0.122, atom 51 (H): 0.120, atom 52 (H): 0.129, atom 53 (H): 0.119, atom 54 (H): 0.101, atom 55 (H): 0.123, atom 56 (H): 0.131, atom 57 (H): 0.127, atom 58 (H): 0.125, atom 59 (H): 0.096, atom 60 (H): 0.133, atom 61 (H): 0.058, atom 62 (H): 0.094, atom 63 (H): 0.114, atom 64 (H): 0.135, atom 65 (H): 0.157, atom 66 (H): 0.164, atom 67 (H): 0.118, atom 68 (H): 0.102, atom 69 (H): 0.134, atom 70 (H): 0.076, atom 71 (H): 0.077, atom 72 (H): 0.090, atom 73 (C): -0.129, atom 74 (C): -0.126, atom 75 (O): 0.056, atom 76 (C): -0.477, atom 77 (O): 0.072, atom 78 (O): 0.078, atom 79 (H): 0.143, atom 80 (H): 0.140, atom 81 (H): 0.142, atom 82 (H): 0.143

=====

# 4
2 unconnected molecules or ions with the total composition C2HN3O2 in a non-equilibrium geometry, computed with ωB97M-V with the def2-TZVPD basis set.

Properties
structure (SMILES): n1c2[nH]n1-2.O=C=O
E_tot: -10650.034 eV
energy relative to the best compared isomer or geometry (same formula, charge and spin): 575.7 kJ/mol

Geometry as ORCA input:
```
! RIJCOSX wB97M-V def2-TZVPD def2/J DEFGRID3
* xyz 0 1
C 2.77 -0.51 -0.16
C -2.89 -0.10 0.68
N 2.46 0.33 0.76
N 1.61 0.79 -0.15
N 1.10 -0.26 -0.77
O -3.24 -0.28 -0.40
O -2.54 0.09 1.75
H 0.75 -0.06 -1.70
*
```

Quick look at the Löwdin charges, all values in e: atom 1 (C): 0.043, atom 2 (C): -0.445, atom 3 (N): -0.050, atom 4 (N): -0.102, atom 5 (N): 0.033, atom 6 (O): 0.216, atom 7 (O): 0.222, atom 8 (H): 0.085

=====

| no. | HOMO (eV) |
| --- | --- |
| 1 | -8.29 |
| 2 | -11.08 |
| 3 | -11.45 |
| 4 | -10.34 |